# 1
{
  "formula": "C16H22F6N3O12PTi",
  "method": "ωB97M-V/def2-TZVPD",
  "elements": ["Ti", "C", "C", "O", "C", "C", "O", "C", "C", "O", "C", "C", "O", "C", "C", "O", "H", "H", "H", "H", "H", "H", "H", "H", "H", "H", "H", "H", "H", "H", "H", "H", "H", "H", "H", "H", "O", "N", "O", "C", "C", "C", "C", "O", "C", "C", "N", "O", "O", "N", "O", "O", "H", "H", "F", "P", "F", "F", "F", "F", "F"],
  "coordinates": [[0.4601, -0.5088, 0.1660], [1.4806, 2.0587, -1.2882], [1.4332, 1.0481, -2.3972], [0.5218, -0.0025, -2.0095], [0.7224, -1.1502, -2.8750], [-0.0769, -2.2953, -2.3296], [0.2577, -2.3771, -0.9427], [-0.1201, -3.6083, -0.3034], [-0.5332, -3.2973, 1.1230], [0.2685, -2.1821, 1.5364], [0.1699, -1.8294, 2.9158], [1.3119, -0.8818, 3.1387], [1.1878, 0.1431, 2.1304], [2.3434, 1.0112, 2.1189], [2.0977, 2.0393, 1.0521], [1.7236, 1.2882, -0.1101], [0.5572, 2.6289, -1.1779], [2.3082, 2.7507, -1.4546], [2.4234, 0.6079, -2.5341], [1.0935, 1.4943, -3.3331], [1.7854, -1.3955, -2.8671], [0.3975, -0.8936, -3.8843], [0.2294, -3.2129, -2.8353], [-1.1537, -2.1486, -2.4333], [0.7453, -4.2672, -0.3391], [-0.9603, -4.0511, -0.8389], [-0.3123, -4.1447, 1.7735], [-1.5842, -3.0236, 1.1948], [0.2855, -2.7196, 3.5358], [-0.8011, -1.3656, 3.1118], [2.2675, -1.3919, 3.0013], [1.2634, -0.4199, 4.1258], [3.2266, 0.4099, 1.8983], [2.4420, 1.4863, 3.0960], [3.0160, 2.5921, 0.8465], [1.2963, 2.7298, 1.3124], [-6.0810, 4.2487, -0.7937], [-5.7423, 3.1298, -1.1044], [-6.3772, 2.3355, -1.7579], [-4.4064, 2.6875, -0.6357], [-4.0171, 1.3695, -0.9147], [-2.7969, 0.9464, -0.4774], [-1.8821, 1.8560, 0.2044], [-0.7325, 1.5286, 0.5516], [-2.3884, 3.1885, 0.4427], [-3.6264, 3.6075, 0.0579], [-1.4809, 4.1340, 1.1024], [-0.4474, 4.3771, 0.5127], [-1.8366, 4.5939, 2.1579], [-2.3617, -0.3627, -0.6973], [-2.9935, -1.1206, -1.4684], [-1.5241, -0.8655, 0.2171], [-4.6777, 0.7011, -1.4468], [-3.9913, 4.6051, 0.2566], [2.3952, -1.1690, -0.0150], [3.7342, -2.3621, -0.0533], [4.5509, -1.2172, -0.7996], [3.1188, -2.8423, -1.4568], [4.9080, -3.3950, -0.0808], [4.1536, -1.7388, 1.3673], [2.7290, -3.3575, 0.7069]],
  "forces_ev_per_a": [[-0.187, -0.096, -0.122], [-0.003, -0.013, -0.021], [0.017, 0.030, 0.008], [-0.002, -0.015, 0.038], [-0.001, -0.014, 0.004], [0.001, 0.019, -0.021], [0.027, -0.003, 0.018], [0.012, 0.019, -0.005], [0.041, 0.015, -0.002], [-0.049, 0.030, 0.013], [-0.008, -0.003, 0.002], [0.006, -0.011, 0.011], [-0.018, 0.033, 0.017], [-0.001, 0.024, -0.006], [0.010, -0.028, 0.010], [0.020, 0.015, -0.017], [-0.006, 0.002, 0.004], [0.003, -0.001, 0.011], [-0.003, -0.009, -0.004], [-0.006, -0.005, 0.000], [-0.003, -0.008, 0.000], [0.004, 0.008, -0.003], [-0.003, -0.003, -0.002], [-0.004, -0.010, 0.008], [0.001, -0.002, -0.003], [0.001, -0.015, 0.002], [-0.007, -0.010, -0.009], [-0.006, -0.003, 0.003], [0.001, 0.002, 0.004], [-0.004, -0.004, -0.014], [0.007, -0.002, -0.003], [0.006, 0.005, -0.005], [-0.005, -0.014, 0.003], [0.000, -0.012, 0.005], [-0.011, 0.006, -0.017], [-0.010, 0.005, 0.008], [0.001, -0.001, 0.001], [-0.013, 0.004, -0.012], [0.002, 0.004, 0.004], [-0.010, -0.010, -0.010], [-0.017, -0.015, -0.003], [0.037, 0.048, 0.025], [-0.035, -0.028, 0.014], [0.035, 0.079, 0.047], [0.010, -0.017, 0.007], [0.027, 0.029, 0.017], [0.002, -0.002, -0.037], [0.015, -0.029, -0.006], [-0.010, -0.008, 0.022], [0.002, -0.009, -0.010], [0.011, -0.004, -0.002], [0.091, 0.016, 0.013], [0.000, 0.002, 0.000], [-0.004, -0.001, -0.003], [0.051, -0.020, 0.006], [-0.015, 0.023, -0.004], [-0.003, 0.014, -0.022], [-0.009, 0.010, 0.000], [0.023, -0.015, 0.005], [-0.007, 0.012, 0.016], [-0.003, -0.019, 0.016]],
  "multiplicity": 4,
  "lumo_ev": [-3.8, -7.0],
  "s_squared": 3.78,
  "total_charge": 1
}

***

# 2
{
  "formula": "C16H22FFeN3O12P2",
  "method": "ωB97M-V/def2-TZVPD",
  "elements": ["Fe", "O", "C", "O", "C", "C", "C", "C", "C", "O", "C", "C", "O", "O", "H", "H", "H", "H", "H", "H", "H", "H", "N", "C", "C", "P", "O", "O", "O", "P", "O", "O", "O", "H", "H", "H", "H", "H", "H", "H", "H", "N", "C", "O", "C", "C", "C", "C", "N", "C", "H", "H", "H", "H", "H", "H", "F"],
  "coordinates": [[0.3674, 0.1496, -0.0795], [0.0116, 2.9652, -3.4143], [0.0928, 2.5285, -2.2551], [0.4875, 1.3732, -1.9051], [-0.2325, 3.4949, -1.1104], [0.9169, 3.4776, -0.0906], [0.8360, 4.7173, 0.8155], [-0.3657, 4.3404, 1.7254], [-0.7427, 2.9604, 1.1630], [0.5401, 2.4299, 0.8044], [-1.4479, 3.1215, -0.1946], [-2.2361, 1.8504, -0.5736], [-3.3711, 2.0188, -1.0462], [-1.6878, 0.7317, -0.3207], [-0.3610, 4.4796, -1.5561], [1.8951, 3.2626, -0.5122], [1.7543, 4.8259, 1.3951], [0.6715, 5.6313, 0.2420], [-0.0604, 4.2525, 2.7690], [-1.1917, 5.0506, 1.6581], [-1.2255, 2.2846, 1.8588], [-2.1782, 3.9282, -0.1750], [0.1782, -3.1612, 4.0919], [-0.5361, -2.3325, 3.0352], [-1.9831, -2.7547, 2.8844], [-0.2441, -0.5753, 3.5440], [-1.6767, -0.0954, 4.1839], [0.7087, -0.7233, 4.7000], [-0.0018, 0.2374, 2.3321], [0.4635, -2.7354, 1.5014], [1.8956, -2.1104, 1.8464], [0.5946, -4.2272, 1.6494], [-0.1812, -2.0913, 0.3188], [-0.4712, -3.6243, 4.7188], [0.7327, -2.4218, 4.5986], [0.7317, -3.8560, 3.5650], [-2.5457, -2.5872, 3.8072], [-2.0448, -3.8093, 2.5994], [-2.4404, -2.1700, 2.0852], [-2.1971, 0.2682, 3.4551], [2.0897, -1.2166, 1.4038], [-1.6171, -2.4944, -4.7059], [-0.2967, -2.6975, -4.9780], [0.0593, -3.2703, -5.9960], [0.6729, -2.1955, -3.9608], [2.0295, -2.2175, -4.2583], [2.9308, -1.7101, -3.3420], [2.4456, -1.1882, -2.1482], [1.1544, -1.1904, -1.8567], [0.2921, -1.6815, -2.7300], [-2.2537, -2.6670, -5.4634], [-1.8925, -1.8192, -4.0126], [2.3415, -2.6228, -5.2125], [3.9931, -1.7011, -3.5477], [3.0867, -0.7526, -1.3882], [-0.7415, -1.6600, -2.3976], [2.2504, -0.0202, 0.4795]],
  "forces_ev_per_a": [[-0.821, 0.294, -0.289], [0.028, -0.092, 0.096], [0.011, -0.124, -0.126], [0.071, 0.101, -0.128], [-0.025, -0.017, -0.008], [-0.076, 0.143, 0.039], [-0.050, -0.062, 0.040], [0.081, -0.009, -0.063], [-0.014, 0.185, -0.033], [-0.003, -0.029, 0.028], [0.114, -0.185, 0.028], [-0.101, -0.033, -0.096], [0.106, -0.079, 0.066], [0.156, -0.163, 0.181], [-0.044, 0.066, 0.028], [0.006, -0.039, 0.011], [-0.016, 0.018, 0.005], [0.017, -0.006, 0.005], [-0.005, 0.012, -0.007], [-0.004, -0.011, 0.014], [0.034, -0.060, 0.010], [0.017, 0.090, 0.003], [-0.161, 0.121, -0.085], [0.295, 0.194, -0.164], [0.045, -0.134, -0.055], [-0.069, -0.103, 0.334], [-0.006, -0.057, -0.085], [-0.114, 0.095, -0.041], [0.016, 0.069, -0.176], [0.621, -0.164, 0.190], [-0.358, -0.118, -0.032], [-0.078, -0.028, -0.027], [-0.115, 0.281, 0.122], [-0.029, 0.029, 0.034], [0.089, -0.024, 0.087], [-0.028, -0.156, -0.049], [-0.015, 0.034, -0.001], [0.009, 0.030, -0.030], [0.018, 0.009, 0.018], [0.015, 0.057, 0.051], [-0.072, -0.008, -0.110], [0.026, 0.091, 0.059], [-0.077, 0.055, 0.095], [0.060, -0.081, -0.101], [0.016, -0.041, -0.033], [0.102, 0.021, -0.077], [-0.031, -0.053, -0.071], [0.069, -0.052, -0.082], [0.099, 0.171, 0.102], [-0.162, 0.017, 0.125], [-0.003, -0.022, -0.016], [-0.015, 0.008, -0.022], [0.022, 0.005, 0.009], [0.003, -0.004, -0.002], [-0.069, -0.007, -0.032], [0.049, 0.017, 0.017], [0.364, -0.255, 0.245]],
  "multiplicity": 5,
  "lumo_ev": [4.7, 4.7],
  "s_squared": 6.01,
  "total_charge": -2
}

***

# 3
{
  "formula": "C16H22InN2",
  "method": "ωB97M-V/def2-TZVPD",
  "elements": ["C", "C", "C", "C", "C", "In", "N", "C", "C", "H", "H", "H", "H", "H", "H", "H", "H", "H", "H", "C", "N", "C", "C", "C", "C", "C", "C", "C", "C", "H", "H", "H", "H", "H", "H", "H", "H", "H", "H", "H", "H"],
  "coordinates": [[-0.6964, 0.8257, -3.6204], [0.6762, 0.7864, -3.9866], [1.4288, 1.5805, -3.0637], [0.5254, 2.1389, -2.1139], [-0.8157, 1.6500, -2.4240], [0.0386, -0.2236, -1.4266], [-1.2467, -1.9585, -0.3264], [-0.4566, -2.9595, -1.1074], [0.7219, -2.3598, -1.9684], [2.5092, 1.7721, -3.1028], [1.0798, 0.3062, -4.8893], [0.7545, 2.8367, -1.3040], [-1.7365, 2.0308, -2.0193], [-1.5321, 0.4359, -4.1833], [0.6902, -2.2786, -3.0935], [-1.0923, -3.5567, -1.8613], [-2.0823, -1.5734, -0.6906], [1.8109, -2.3733, -1.6570], [0.0941, -3.6576, -0.3700], [-3.0189, 1.0192, 2.3724], [-1.6997, 0.4424, 2.1844], [-1.5668, -0.9776, 2.1785], [-0.7937, 1.2395, 1.4123], [0.6493, 0.7518, 1.4783], [1.3646, 0.9077, 2.7015], [2.6812, 0.4314, 2.8984], [3.2602, -0.2633, 1.8294], [2.5273, -0.4132, 0.6280], [1.2510, 0.0886, 0.4286], [-3.4268, 0.6050, 3.3066], [-3.6941, 0.8176, 1.5047], [-2.9007, 2.1019, 2.5689], [-1.5180, -1.4673, 1.0818], [-0.6256, -1.2768, 2.6479], [-2.4058, -1.3818, 2.7757], [-1.1461, 1.2127, 0.3535], [-0.8818, 2.3114, 1.6997], [0.8472, 1.4749, 3.4842], [3.2011, 0.5985, 3.8709], [4.2631, -0.6548, 1.9805], [2.9618, -0.9900, -0.1777]],
  "forces_ev_per_a": [[1.044, 0.957, 0.012], [-0.473, 0.645, -0.226], [-0.768, 0.443, 0.046], [-0.291, -0.064, -1.028], [1.230, 0.165, -0.956], [0.918, -3.002, 2.142], [2.769, -0.149, -1.400], [0.369, -0.712, -0.835], [0.265, 2.358, -0.820], [-0.617, -0.238, 0.107], [-0.220, 0.063, 0.689], [0.007, -0.498, -0.263], [-0.099, -0.050, 0.173], [0.083, -0.221, 0.127], [-0.301, -0.934, 1.052], [0.731, 0.432, 1.295], [-1.526, -0.604, -1.248], [-1.381, -0.507, -0.009], [-1.330, 0.760, -0.908], [0.946, -0.356, 0.118], [-0.117, 2.004, 1.604], [-0.587, -1.234, -0.896], [-0.200, -0.011, -0.693], [0.549, 0.316, 1.802], [-0.178, 0.357, -0.250], [-1.035, 0.284, -0.217], [-0.599, 0.287, -0.009], [0.945, -0.243, 0.689], [-0.423, 0.373, -0.559], [-0.288, -0.088, -0.412], [0.001, 0.291, 0.428], [-0.223, -0.347, -0.433], [-0.160, 0.606, 2.223], [0.061, -0.027, 0.204], [0.342, -0.017, -0.145], [0.412, 0.163, -0.087], [0.102, -0.536, 0.113], [0.265, -0.303, -0.012], [-0.427, -0.196, -0.953], [-0.087, -0.130, -0.375], [0.291, -0.038, -0.090]],
  "multiplicity": 1,
  "lumo_ev": 2.8,
  "total_charge": -1
}

***

It is found that the molecular weight values, taken in the order of the records, are 641.190, 585.152, 357.184 Da.